No. 1
Density functional theory data (wB97M-V/def2-TZVPD) for a structure of composition C6H12N2.

Its gap between HOMO and LUMO is 10.47 eV.

```
! RIJCOSX wB97M-V def2-TZVPD def2/J DEFGRID3
* xyz 2 1
C 1.56677 -1.04498 -0.14221
H 3.50594 0.23011 -0.23640
H -1.82012 1.77329 -0.80328
H -3.27561 -0.24159 -0.63588
C -1.60638 -1.01673 0.01749
C 2.57901 -0.02575 0.32985
H 1.39106 -1.85952 0.51021
N 0.63912 0.02187 -0.29374
H -1.43214 1.57416 0.93068
H 2.98108 0.07868 1.30820
H -1.30511 -1.57345 0.82712
C -1.59284 1.01574 -0.00795
H -1.79938 -1.77876 -0.84099
C -0.58629 -0.01566 -0.35994
C 1.62221 1.06126 -0.12713
H 1.73323 -1.48594 -1.11506
H 2.00696 1.49657 -1.03253
H -3.03310 -0.08337 1.14158
H 1.08516 1.84265 0.36721
N -2.65957 0.03144 0.16278
*
```

Results of the Mulliken charge analysis, in e, for atoms 1 through 2: -0.7079 0.3059

***

No. 2
Density functional theory data (wB97M-V/def2-TZVPD) for a cluster of 2 separate species, H4O2 in total.

Its gap between HOMO and LUMO is 11.35 eV. As for the structure (SMILES): O.O.

```
! RIJCOSX wB97M-V def2-TZVPD def2/J DEFGRID3
* xyz 0 1
H -1.70775 -0.56135 0.58806
H 1.53356 0.94808 0.08109
O 1.47534 -0.09956 0.00889
O -1.34445 -0.02222 -0.10559
H -1.39127 0.93264 0.21723
H 0.51839 -0.34518 -0.11283
*
```

Results of the Mulliken charge analysis, in e, for atoms 1 through 2: 0.3414 0.2931

***

No. 3
Density functional theory data (wB97M-V/def2-TZVPD) for an isolated molecule of C17H18F2N2O2.

Its gap between HOMO and LUMO is 9.06 eV. As for the structure (SMILES): COc1ccccc1[C@@H](C)NCC(=O)Nc1c(F)cccc1F.

```
! RIJCOSX wB97M-V def2-TZVPD def2/J DEFGRID3
* xyz 0 1
N 2.04647 0.56647 -1.91944
H -0.54464 -2.46609 4.29581
H 1.31922 0.01278 -2.35925
C -0.91092 0.99472 -1.08934
H 3.71725 0.34938 -0.70936
C 0.24432 1.55856 -0.51715
C 0.11234 -1.88749 1.02227
O 2.36624 -0.08723 1.38787
H -1.71583 0.18283 -4.14169
H -3.17758 -2.76843 0.92227
H -2.81403 0.98748 -2.99363
H -0.85650 1.80742 2.67543
C 2.09819 -0.57464 0.32064
C -1.99612 0.26748 -3.09258
C 0.29904 -2.04030 2.39812
C 1.43759 1.80602 -1.42776
H -2.32068 -0.71050 -2.72534
C 2.82336 -0.21776 -0.97821
H -2.92234 0.32597 -0.74295
H 0.85540 -1.68368 -0.85188
H 3.30184 2.84980 -1.54504
H -2.81899 -2.88096 3.38683
C -2.21718 -2.55207 1.36100
H 2.90816 2.30883 0.08994
C -0.74678 -2.37868 3.24037
H -2.88080 0.82570 1.64790
H 3.13768 -1.13419 -1.48586
C -1.16607 -2.19403 0.54718
C -0.87893 1.58389 1.62021
H 2.06146 3.69382 -0.60882
H 1.10183 2.28529 1.29956
O -0.83702 0.70989 -2.42830
H 1.04486 2.28637 -2.33513
C 0.23144 1.85301 0.83575
N 1.09045 -1.49104 0.11407
C -2.00809 1.03571 1.04722
C -2.00728 -2.61906 2.72798
F 1.51691 -1.92457 2.94057
F -1.35979 -2.15191 -0.79530
C 2.49653 2.72182 -0.82609
C -2.03100 0.74940 -0.30788
*
```

Results of the Mulliken charge analysis, in e, for atoms 1 through 2: -0.2810 0.4696

***

No. 4
Density functional theory data (wB97M-V/def2-TZVPD) for a cluster of 2 separate species, CH3BrClN in total.

Its gap between HOMO and LUMO is 11.14 eV. As for the structure (SMILES): [H]/N=C\Cl.Br.

```
! RIJCOSX wB97M-V def2-TZVPD def2/J DEFGRID3
* xyz 0 1
N -0.68279 0.07533 -0.13310
C -1.52158 -0.81311 0.04382
H -1.22420 -1.81611 0.30020
H -1.01242 1.00472 -0.37630
Br 2.65861 -0.42618 -0.01894
H 2.66327 0.94994 -0.25248
Cl -3.25949 -0.63206 -0.08554
*
```

Results of the Mulliken charge analysis, in e, for atoms 1 through 2: -0.3083 -0.0413

***

- What is the formula in the third record?
  C17H18F2N2O2

***

- What is the gap between HOMO and LUMO in the third record?
  9.06 eV

***

- Look up the gap between HOMO and LUMO of the third one.
  9.06 eV